No. 1
9
Properties=species:S:1:pos:R:3 method="wB97M-V/def2-TZVPD" total_energy_ha=-375.38486 gap_ev=7.553 charge=+1 e_above_lowest_kj_mol=34.3 lumo_energy_ev=-4.9
O 0.06 2.05 -0.99
Li -0.49 3.62 -1.33
Sn 0.39 0.38 -1.27
C -0.37 -1.37 0.13
C 0.34 -0.56 0.96
H 0.10 -2.26 -0.32
H -1.46 -1.26 0.02
H 0.11 0.32 1.56
H 1.33 -0.92 1.25

=====

No. 2
62
Properties=species:S:1:pos:R:3 method="wB97M-V/def2-TZVPD" total_energy_ha=-4658.24207 gap_ev=5.334 charge=+3 lumo_energy_ev=-11.4
Ta -0.28 0.31 0.41
Br -7.80 -0.70 0.77
C -5.96 -0.57 0.92
C -5.35 -0.62 2.18
C -3.97 -0.54 2.33
C -3.22 -0.39 1.19
O -1.86 -0.30 1.22
C -3.79 -0.32 -0.08
C -2.93 -0.26 -1.21
N -1.63 -0.08 -1.22
C -0.95 -0.39 -2.45
C -1.36 -0.13 -3.72
C -0.64 -0.70 -4.80
C 0.44 -1.51 -4.57
C 0.90 -1.73 -3.24
C 2.00 -2.55 -2.91
C 2.37 -2.70 -1.60
C 1.67 -1.99 -0.62
N 0.60 -1.24 -0.88
C 0.20 -1.13 -2.19
C -5.18 -0.43 -0.22
H -5.97 -0.72 3.06
H -3.51 -0.59 3.30
H -3.40 -0.49 -2.17
H -2.22 0.49 -3.92
H -0.97 -0.51 -5.81
H 0.94 -2.01 -5.39
H 2.55 -3.05 -3.70
H 3.19 -3.34 -1.31
H 1.99 -2.04 0.42
H -5.64 -0.40 -1.19
C 2.26 -0.59 3.74
C 2.67 0.15 2.52
N 1.93 0.45 1.46
C 2.76 1.20 0.62
C 4.00 1.32 1.18
N 3.90 0.67 2.36
C 5.33 1.95 0.83
O 5.46 2.56 -0.33
O 6.19 1.84 1.65
C 2.23 1.71 -0.63
O 2.74 2.27 -1.53
O 0.86 1.34 -0.63
H 1.53 -1.36 3.50
H 1.83 0.10 4.47
H 3.12 -1.07 4.22
H 4.70 0.59 2.99
H 4.65 2.57 -0.87
F -2.31 3.44 6.28
C -1.39 4.06 5.54
F -1.84 5.26 5.19
F -0.27 4.19 6.26
C -1.08 3.21 4.31
C -1.01 3.78 3.05
C -0.71 2.96 1.97
N -0.49 1.64 2.12
C -0.55 1.10 3.35
C -0.84 1.85 4.47
H -1.19 4.84 2.90
H -0.65 3.37 0.97
H -0.36 0.04 3.44
H -0.89 1.39 5.44

=====

No. 3
48
Properties=species:S:1:pos:R:3 method="wB97M-V/def2-TZVPD" total_energy_ha=-2424.77517 gap_ev=8.033 smiles="CCSc1nnc(NC(=O)CSc2nc(CC)nc3c2c(=O)n(C)c(=O)n3C)s1" e_above_lowest_kj_mol=0.0 lumo_energy_ev=-0.2
C -6.73 -0.14 -0.02
C -5.87 -1.35 -0.35
S -4.92 -1.94 1.11
C -3.68 -0.75 1.22
N -2.90 -0.69 2.24
N -1.96 0.25 2.15
C -2.01 0.92 1.04
N -1.14 1.91 0.71
C -1.08 2.40 -0.57
O -1.95 2.18 -1.38
C 0.08 3.33 -0.83
S 1.65 2.79 -0.07
C 1.57 1.12 -0.52
N 0.51 0.70 -1.19
C 0.43 -0.59 -1.49
C -0.77 -1.04 -2.25
C -0.38 -1.54 -3.64
N 1.34 -1.51 -1.18
C 2.42 -1.10 -0.52
C 2.59 0.24 -0.15
C 3.74 0.70 0.60
O 3.88 1.86 0.94
N 4.66 -0.29 0.88
C 5.86 0.05 1.62
C 4.53 -1.63 0.52
O 5.38 -2.44 0.80
N 3.39 -1.99 -0.18
C 3.26 -3.39 -0.53
S -3.29 0.44 -0.04
H -7.30 0.15 -0.90
H -6.10 0.71 0.27
H -7.41 -0.36 0.79
H -6.49 -2.20 -0.63
H -5.16 -1.14 -1.15
H -0.40 2.11 1.37
H -0.13 4.31 -0.40
H 0.21 3.43 -1.91
H -1.25 -1.85 -1.69
H -1.46 -0.19 -2.33
H -1.26 -1.90 -4.16
H 0.07 -0.75 -4.22
H 0.33 -2.36 -3.55
H 5.89 -0.51 2.55
H 5.82 1.12 1.83
H 6.74 -0.19 1.03
H 3.39 -4.00 0.36
H 4.03 -3.66 -1.26
H 2.27 -3.54 -0.96

=====

No. 4
9
Properties=species:S:1:pos:R:3 method="wB97M-V/def2-TZVPD" total_energy_ha=-626.97805 gap_ev="4.532 / 4.439" e_above_lowest_kj_mol=803.6 lumo_energy_ev="-3.4 / -3.4"
C 0.26 0.20 0.49
C 0.09 -1.20 0.03
O -1.82 1.86 0.21
O -0.06 1.31 0.57
S 3.00 -0.27 -1.23
H -0.15 -1.88 0.83
H 1.03 -1.44 -0.46
H -0.73 -1.41 -0.69
H -1.64 2.85 0.25